Entry from OMol25: 7 unconnected molecules or ions with the total composition C58H57BF6N3O10S (ωB97M-V/def2-TZVPD).

```
136
Properties=species:S:1:pos:R:3:forces:R:3:lowdin_charge:R:1
C 6.2550 3.4858 0.6627 -0.7 -0.4 -0.2 -0.1017
C 5.6824 2.0775 1.3344 1.8 0.9 0.2 -0.2369
O 4.5344 1.5413 0.5823 -0.8 -0.5 2.2 -0.2162
C 3.5593 0.8689 1.4547 -0.2 -0.4 1.1 -0.1429
C 2.2140 1.7867 1.7906 0.1 -1.8 -0.9 -0.1146
O 2.6707 3.1844 1.8241 -3.8 2.4 -1.1 -0.1085
C 1.6792 4.1138 1.2600 -2.1 2.0 -2.1 0.0111
C 1.5244 4.2493 -0.3988 -1.8 0.9 2.3 0.1115
C 2.5124 3.2409 -1.2669 6.3 1.6 -1.9 -0.2446
O 3.7476 3.7366 -1.5451 -8.7 -3.4 1.9 0.0049
O 2.1613 1.8794 -1.7038 -1.4 4.8 1.8 0.0299
C 0.4542 5.3213 -1.0799 0.9 -0.6 5.7 -0.0381
S 0.3161 5.5219 -2.9697 -5.1 1.7 -4.2 0.7830
C 2.0214 5.4122 -3.8261 0.7 -1.6 -0.2 -0.1273
O -0.6481 4.3746 -3.4294 4.1 3.5 2.2 -0.3885
O -0.2194 6.9505 -3.3754 2.3 -5.1 2.5 -0.3787
C -0.4798 6.1994 -0.0054 2.2 -2.4 -1.0 -0.0151
O -1.4328 7.1488 -0.6000 -1.1 -3.8 0.4 -0.0317
C -2.5750 6.4768 -1.2375 -5.0 -4.6 -3.1 -0.1335
N -3.5271 5.7848 -1.8003 8.6 6.4 5.1 0.2070
N -0.3304 6.0655 1.5252 2.0 -2.0 -2.9 0.0406
C -1.1761 6.9285 2.4338 -0.5 1.2 2.2 -0.1270
C -2.2497 6.1256 3.3721 -1.0 -0.4 0.5 -0.0674
C -3.2876 5.1392 2.5556 -2.5 3.1 -4.0 -0.2494
O -3.9787 5.6970 1.5509 4.3 -3.7 6.0 -0.0062
N -3.4118 3.7177 3.0521 -0.4 0.8 -2.6 0.0196
C -3.2749 2.6833 1.9644 0.1 -4.3 -3.0 -0.1613
C -2.8286 2.9215 0.4085 -0.7 -2.8 1.0 -0.0165
C -2.7361 1.7008 -0.7258 -1.2 -0.9 5.0 -0.0468
C -3.0944 0.1638 -0.2190 0.0 2.5 1.9 -0.0724
C -3.5034 -0.1670 1.3412 0.8 4.9 -0.8 -0.0473
C -3.5976 1.1058 2.4036 1.0 0.3 -3.3 -0.0124
C 0.6939 5.1105 2.1733 0.9 -1.2 -2.0 0.0896
C 0.9174 4.9815 3.8103 1.0 1.2 -0.6 -0.0122
B 0.4654 3.5316 4.4402 -0.8 -3.2 1.1 -0.4495
O -0.5795 2.7567 3.7421 3.2 0.6 0.4 0.0382
O 1.0612 2.8930 5.6565 -0.9 0.5 -4.4 0.0492
H 7.1997 3.7973 1.2817 -1.8 -0.6 -1.3 0.0850
H 6.5250 3.3411 -0.4900 -0.5 0.2 2.7 0.0967
H 5.4417 4.3427 0.7176 1.7 -1.8 0.0 0.0740
H 5.4450 2.2960 2.4793 0.2 -0.5 -2.5 0.1306
H 6.5886 1.3034 1.2905 -2.1 1.5 0.1 0.1391
H 4.0676 0.5942 2.4947 -1.1 0.7 -2.2 0.1386
H 3.1452 -0.1504 1.0289 1.0 2.1 0.4 0.1455
H 1.7879 1.3799 2.8024 0.8 1.2 -1.6 0.1219
H 1.3580 1.6610 0.9841 1.9 0.3 1.5 0.1435
H 1.1488 1.8430 -1.6561 1.7 -0.1 -0.1 0.1479
H 2.2094 4.2524 -4.0041 -0.4 2.5 0.6 0.0961
H 1.8888 5.8925 -4.8866 -0.1 -0.6 2.4 0.1092
H 2.8821 5.8742 -3.1806 -1.9 -0.8 -1.2 0.1000
H -0.4135 7.4600 3.1835 -1.6 -1.1 -1.7 0.1550
H -1.7544 7.7971 1.9045 1.4 -2.1 0.4 0.1577
H -2.9369 6.9594 3.8800 1.5 -1.7 -1.2 0.1565
H -1.7856 5.5180 4.2603 -0.7 1.1 -2.0 0.1130
H -4.3642 3.6351 3.4723 0.9 0.0 -0.5 0.1414
H -2.5748 4.0111 0.0661 -0.7 -2.4 0.7 0.0369
H -2.4389 1.9916 -1.8288 -0.8 -0.8 2.5 0.0866
H -3.0536 -0.7275 -1.0085 -0.1 2.2 2.0 0.0915
H -3.7358 -1.2426 1.7715 0.6 2.5 -1.3 0.0744
H -3.8899 0.8559 3.5172 0.6 0.7 -2.5 0.0896
H 0.4603 5.8652 4.4258 0.8 -1.5 -1.4 0.1186
H 2.0987 5.0555 3.9675 -2.5 -0.1 -0.5 0.1578
H -0.2560 1.8289 3.5436 -0.9 1.4 0.6 0.0992
H 1.0639 1.9025 5.4034 -0.3 2.0 1.1 0.0761
F 0.7540 0.2087 5.1636 -0.7 0.7 -0.3 0.0361
C 1.5389 -0.8569 5.3709 1.4 -1.9 0.4 -0.2833
C 1.1656 -2.0926 4.8538 -0.1 0.2 -0.1 -0.0118
C 1.9851 -3.2014 5.0651 0.2 0.3 0.2 -0.0678
C 3.1646 -3.0641 5.8012 -0.1 0.0 0.0 -0.0795
C 3.5280 -1.8206 6.3204 -0.3 -0.2 -0.2 -0.0694
C 2.7140 -0.7099 6.0995 -0.2 0.2 -0.1 -0.0136
H 0.2418 -2.1819 4.2917 0.1 0.0 0.1 0.1179
H 1.7061 -4.1703 4.6584 0.0 0.2 0.1 0.1120
H 3.8012 -3.9301 5.9696 -0.1 0.2 0.0 0.1090
H 4.4444 -1.7170 6.8965 -0.2 0.0 -0.1 0.1119
H 2.9859 0.2659 6.4882 0.0 -0.1 0.0 0.1181
F -3.9924 -3.3509 1.5989 0.4 0.2 0.4 0.0310
C -4.8715 -3.9822 0.8096 -1.1 -0.8 -1.0 -0.2922
C -4.6780 -5.3257 0.5073 0.1 0.1 0.1 -0.0130
C -5.5959 -5.9848 -0.3103 -0.2 0.4 0.0 -0.0713
C -6.6924 -5.2894 -0.8260 0.1 0.0 0.1 -0.0777
C -6.8753 -3.9398 -0.5209 0.2 -0.2 0.0 -0.0723
C -5.9633 -3.2840 0.3058 0.1 0.0 0.1 -0.0189
H -3.8159 -5.8473 0.9102 -0.1 0.0 0.0 0.1132
H -5.4578 -7.0370 -0.5463 0.0 0.3 0.1 0.0904
H -7.4057 -5.8027 -1.4673 0.1 0.1 0.1 0.1061
H -7.7272 -3.3996 -0.9267 0.3 -0.2 0.2 0.0859
H -6.0950 -2.2376 0.5604 0.0 0.0 0.0 0.1033
F 5.0817 -3.1482 -3.2887 0.0 -0.2 0.1 0.0604
C 5.0276 -1.8884 -3.7411 -0.1 1.1 -0.4 -0.3026
C 5.5444 -1.5896 -4.9970 0.0 -0.1 0.0 -0.0237
C 5.4836 -0.2791 -5.4706 -0.2 0.0 0.4 -0.0748
C 4.9159 0.7212 -4.6775 0.0 -0.1 0.0 -0.0911
C 4.4044 0.4122 -3.4163 0.2 -0.1 -0.3 -0.0785
C 4.4552 -0.9004 -2.9477 0.0 -0.1 0.0 -0.0094
H 5.9892 -2.3780 -5.5954 -0.1 0.1 0.1 0.1213
H 5.8779 -0.0366 -6.4543 0.0 -0.1 0.2 0.1086
H 4.8727 1.7441 -5.0455 0.0 -0.2 0.1 0.0988
H 3.9667 1.1932 -2.7991 0.2 -0.3 -0.2 0.0693
H 4.0543 -1.1598 -1.9735 0.1 0.0 -0.1 0.1113
F 10.8687 0.4709 -3.6756 0.1 0.2 0.0 0.0619
C 10.4738 -0.8092 -3.6859 -0.3 -1.1 0.0 -0.2900
C 11.4030 -1.8098 -3.9486 0.0 0.0 0.0 -0.0175
C 10.9933 -3.1431 -3.9543 -0.4 0.3 0.1 -0.0811
C 9.6552 -3.4604 -3.7078 0.1 0.0 0.0 -0.0930
C 8.7291 -2.4485 -3.4502 0.4 0.0 -0.1 -0.0821
C 9.1414 -1.1163 -3.4335 0.0 0.1 0.0 -0.0152
H 12.4363 -1.5438 -4.1461 -0.1 0.0 0.0 0.1163
H 11.7135 -3.9334 -4.1509 -0.1 0.2 0.0 0.1059
H 9.3352 -4.5001 -3.7168 0.1 0.2 0.0 0.1021
H 7.6874 -2.6976 -3.2627 0.2 0.1 0.0 0.0868
H 8.4367 -0.3179 -3.2262 0.1 0.0 0.0 0.1130
F -3.8864 -8.5976 -0.2244 0.0 0.1 0.3 0.0465
C -3.5097 -9.2057 -1.3571 0.4 -0.6 -1.1 -0.2926
C -4.1266 -10.3937 -1.7337 0.0 0.0 0.1 -0.0160
C -3.7383 -11.0245 -2.9156 0.3 0.4 0.0 -0.0788
C -2.7288 -10.4653 -3.7030 0.0 0.0 0.1 -0.0946
C -2.1122 -9.2752 -3.3139 -0.3 -0.2 0.2 -0.0829
C -2.5084 -8.6389 -2.1378 0.0 0.0 0.1 -0.0194
H -4.9030 -10.8176 -1.1052 0.1 0.1 0.0 0.1168
H -4.2198 -11.9496 -3.2228 0.1 0.2 0.1 0.1070
H -2.4232 -10.9600 -4.6225 -0.1 0.1 0.2 0.1026
H -1.3238 -8.8441 -3.9262 -0.2 0.0 0.1 0.1054
H -2.0460 -7.7086 -1.8250 -0.1 -0.1 0.0 0.1138
F -9.6883 -2.7301 -0.6494 -0.1 -0.2 0.0 0.0475
C -10.1542 -1.4912 -0.4427 -0.5 1.2 0.2 -0.2837
C -11.2515 -1.0428 -1.1696 0.0 -0.1 0.0 -0.0137
C -11.7401 0.2453 -0.9511 0.4 0.0 0.3 -0.0785
C -11.1183 1.0752 -0.0149 0.0 0.0 0.0 -0.0960
C -10.0143 0.6177 0.7060 -0.3 -0.2 -0.3 -0.0840
C -9.5330 -0.6742 0.4953 0.0 -0.1 0.0 -0.0187
H -11.7164 -1.6986 -1.8985 0.1 0.0 0.1 0.1173
H -12.6023 0.6026 -1.5086 0.2 -0.1 0.1 0.1070
H -11.4970 2.0814 0.1520 0.1 -0.2 0.0 0.1017
H -9.5295 1.2669 1.4312 -0.1 -0.2 -0.1 0.1037
H -8.6815 -1.0491 1.0534 -0.1 0.0 -0.1 0.1085
```
Positions in Å, forces in eV/Å.

LUMO level in hartree: -0.1986
Spin multiplicity: 1
Frontier orbital gap in eV: 4.92
Total charge: +1
Highest occupied orbital energy in eV: -10.3

=====

Entry from OMol25: a molecular structure, C12H25B3F5NO5S2 (ωB97M-V/def2-TZVPD).

```
53
Properties=species:S:1:pos:R:3:forces:R:3:nbo_charge:R:1
C 5.2660 0.7507 0.5820 0.5 0.0 -1.2 -0.6910
C 4.4722 1.4504 -0.5009 0.9 0.0 0.8 0.4649
C 4.2699 2.9303 -0.2895 -0.1 0.0 0.7 -0.7192
N 4.0835 0.7949 -1.5060 -1.6 -0.9 0.6 -0.7680
B 2.7082 0.8566 -1.8667 1.4 0.5 -2.1 1.2549
O 2.2401 1.7917 -2.8250 -0.4 -0.4 0.4 -0.8697
B 1.1506 2.3911 -2.2889 -0.1 0.9 0.1 0.9478
O 0.8383 2.1364 -0.9454 -0.6 -0.4 -0.6 -0.9055
B 0.7804 0.7523 -0.7132 -0.3 0.4 0.6 1.1436
C -0.3263 0.1729 0.2405 0.6 -0.6 -0.7 -0.7835
C -1.7414 0.1260 -0.3566 -0.2 0.7 0.9 -0.3738
C -2.3390 1.4648 -0.8236 0.0 -0.8 -0.1 -0.4772
C -3.0706 2.2688 0.2254 1.3 0.3 -1.1 0.6111
F -3.3031 3.4803 -0.3169 -0.1 1.0 -0.3 -0.3254
F -4.2642 1.7583 0.4869 -0.9 -0.7 0.6 -0.3182
C -2.3255 2.5578 1.5358 -1.9 0.6 -0.3 0.9148
F -2.9905 3.5006 2.1878 -0.6 0.8 0.6 -0.3138
F -1.1369 3.0180 1.3117 1.8 0.2 -0.4 -0.2923
F -2.3053 1.5183 2.3289 0.5 -1.5 0.7 -0.3110
O 1.7444 0.0096 -1.3394 0.1 -0.1 0.5 -0.8840
H 6.3106 1.0475 0.4742 0.1 0.1 0.5 0.2304
H 5.2068 -0.3082 0.3710 0.0 -0.3 0.2 0.2413
H 4.8740 0.9768 1.5646 0.1 0.2 0.2 0.2276
H 3.2288 3.2191 -0.1961 -0.3 0.0 -0.3 0.2411
H 4.7497 3.2325 0.6357 0.1 0.0 0.2 0.2187
H 4.7512 3.4993 -1.0728 -0.1 0.0 -0.4 0.2443
H 0.4437 3.1325 -2.8900 0.1 0.1 -0.1 -0.1010
H -0.0419 -0.8563 0.4534 0.0 -0.2 0.2 0.2389
H -0.2634 0.6994 1.1861 -0.2 0.2 0.1 0.2421
H -1.8136 -0.6107 -1.1434 0.2 -0.1 -0.4 0.2164
H -2.4016 -0.2424 0.4268 -0.2 -0.2 0.0 0.2090
H -3.0969 1.2264 -1.5635 -0.3 0.2 -0.1 0.2372
H -1.6348 2.1247 -1.3154 0.3 0.0 0.1 0.2425
C 4.1820 -3.9188 -2.6723 0.0 -0.2 0.0 -0.8332
S 3.0861 -2.9551 -1.6197 0.1 0.2 -0.1 1.2749
O 3.2669 -3.4481 -0.2295 0.0 -0.1 0.0 -0.9856
C 1.5575 -3.6701 -2.2426 -0.1 -0.1 0.0 -0.8322
H 5.2074 -3.6577 -2.4194 0.0 0.1 0.0 0.2402
H 4.0211 -4.9833 -2.4985 0.0 0.0 0.0 0.2275
H 3.9899 -3.6715 -3.7166 0.0 0.0 0.0 0.2257
H 1.5690 -4.7508 -2.0981 0.0 0.0 0.0 0.2294
H 1.4496 -3.4292 -3.3005 0.0 0.0 0.0 0.2261
H 0.7309 -3.2349 -1.6842 0.1 0.1 0.0 0.2365
C -5.1444 -2.2503 4.0056 0.1 -0.1 0.0 -0.8333
S -6.3523 -1.2514 3.1217 0.0 0.0 0.1 1.2533
O -6.9683 -2.1205 2.0869 0.1 0.0 0.0 -0.9838
C -5.1540 -0.2021 2.2889 0.0 -0.1 0.1 -0.8314
H -5.6810 -3.0109 4.5689 -0.1 0.0 0.0 0.2397
H -4.4711 -2.7285 3.2937 0.0 0.0 0.0 0.2282
H -4.5832 -1.6163 4.6925 0.0 0.0 0.0 0.2261
H -4.4808 -0.8165 1.6901 0.0 -0.1 0.0 0.2220
H -4.5925 0.3659 3.0305 0.0 0.0 0.0 0.2293
H -5.6959 0.4797 1.6448 -0.1 0.0 0.0 0.2475
```
Positions in Å, forces in eV/Å.

LUMO level in hartree: 0.0130
Spin multiplicity: 1
Frontier orbital gap in eV: 9.19
Highest occupied orbital energy in eV: -8.8

=====

Entry from OMol25: a molecular structure, CuF30P5 (ωB97M-V/def2-TZVPD).

```
36
Properties=species:S:1:pos:R:3:forces:R:3:lowdin_spin:R:1
Cu -7.8690 -4.6690 -14.1520 0.2 -0.3 0.0 0.9273
P -5.4555 -2.3593 -12.1562 1.4 1.6 -1.0 0.0001
F -4.2693 -1.4028 -11.5225 -0.7 -0.5 0.9 0.0000
F -5.1455 -1.5543 -13.5642 -0.9 -0.1 0.6 0.0002
F -4.3397 -3.4196 -12.5924 0.3 -0.4 0.1 0.0000
F -6.5576 -3.2394 -12.9645 -1.2 -0.4 -0.2 0.0020
F -5.7142 -3.2000 -10.8176 0.0 0.5 0.1 0.0000
F -6.6168 -1.2724 -11.6987 0.9 -0.8 -0.5 0.0001
P -7.0268 -3.2175 -16.8580 0.4 1.3 -1.0 -0.0001
F -7.9314 -2.5252 -18.0405 0.5 -0.9 0.5 0.0009
F -7.0490 -4.6792 -17.5936 0.4 1.5 0.4 -0.0001
F -5.6355 -2.7659 -17.5892 -0.8 -0.7 0.4 0.0002
F -6.2311 -3.8264 -15.5629 0.3 -0.5 -0.2 0.0034
F -7.0582 -1.7847 -16.0677 -0.1 -0.6 -0.4 0.0001
F -8.3865 -3.6697 -16.0609 -0.8 -0.1 0.7 0.0153
P -6.0516 -7.1773 -13.2191 -0.3 -1.3 0.3 -0.0002
F -4.5623 -6.6199 -12.9317 -0.4 0.4 -0.9 0.0003
F -5.4388 -8.5458 -13.8742 -0.3 1.1 -0.8 0.0005
F -5.9365 -7.9009 -11.8043 -0.9 -0.5 0.8 0.0006
F -7.5876 -7.6914 -13.5404 1.3 -0.2 0.4 -0.0003
F -6.7638 -5.9157 -12.4670 -0.1 1.1 -0.2 0.0091
F -6.1559 -6.3017 -14.6221 0.2 -0.1 0.2 0.0134
P -10.1427 -6.9053 -16.4306 -1.0 -1.7 -0.3 0.0001
F -10.8678 -5.4825 -16.5940 0.2 0.0 -0.1 0.0000
F -11.3502 -7.5073 -17.3995 1.2 -0.1 -0.5 0.0000
F -9.0515 -6.6693 -17.6338 -1.4 1.0 0.1 0.0001
F -9.3931 -8.3782 -16.3817 -0.8 0.7 1.1 0.0001
F -9.1177 -6.1328 -15.3849 0.3 -0.8 0.3 0.0013
F -11.1561 -7.3924 -15.1807 1.6 1.0 -0.6 0.0001
P -10.1834 -4.2704 -12.0802 -4.0 -2.6 1.1 0.0006
F -9.4114 -3.4636 -13.2363 1.0 1.6 -1.0 0.0250
F -10.8977 -2.9376 -11.4260 1.2 -0.8 -0.8 0.0012
F -11.4787 -4.5271 -13.0524 0.1 1.6 -0.2 0.0002
F -10.9854 -5.2594 -11.0469 0.6 0.6 0.6 0.0000
F -9.5927 -5.5727 -12.8325 1.5 -1.1 -0.1 -0.0015
F -8.9332 -4.2364 -11.1257 0.2 0.7 0.2 -0.0001
```
Positions in Å, forces in eV/Å.

LUMO level (spin up / spin down) in hartree: 0.2787 / 0.1161
Spin multiplicity: 2
Frontier orbital gap (spin up / spin down) in eV: 12.03 / 7.60
Total charge: -3
Highest occupied orbital energy (spin up / spin down) in eV: -4.4 / -4.4